No. 1
This record from the Open Molecules 2025 dataset describes a cluster of 4 separate species, C19H30Br2O12S in total at a distorted geometry. The level of theory is ωB97M-V/def2-TZVPD.

As for the structure (SMILES): C[C@H](Br)[C@@H](Br)C1=C(S)C(=O)OC1=O.CCOC(=O)OC.CCOC(=O)OC.CCOC(=O)OC. For the HOMO-LUMO gap, the calculation gives 8.2 eV.

Element x y z (Å)
C  -0.9829  2.7799  1.8865
C  -0.4558  1.9905  0.5913
Br  -1.2880  2.8574  -0.9645
C  -0.6355  0.3529  0.7006
Br  -2.4209  -0.1204  1.3413
C  -0.1663  -0.1239  -0.7257
C  -0.8303  -0.3965  -1.9768
S  -2.6983  -0.4215  -2.1054
C  0.2985  -0.5044  -3.0625
O  0.1914  0.1054  -4.1494
O  1.5656  -0.6664  -2.4402
C  1.2978  -0.6348  -1.0470
O  1.8713  -1.4511  -0.2697
H  -0.5555  2.3642  2.8631
H  -0.7592  3.8963  1.8644
H  -2.1332  2.7097  1.9122
H  0.6646  2.2497  0.5216
H  0.1829  0.0609  1.4486
H  -2.9243  -1.5417  -1.2730
C  7.5714  -1.8451  -4.0419
C  7.9181  -0.3702  -4.1174
O  6.8226  0.3894  -4.6422
C  5.8239  0.6358  -3.7788
O  5.7807  0.2873  -2.6229
O  4.8677  1.3179  -4.4297
C  3.7008  1.5642  -3.6461
H  7.2271  -2.2087  -5.0137
H  8.4391  -2.4307  -3.7303
H  6.7627  -2.0258  -3.3304
H  8.7551  -0.2290  -4.8047
H  8.2305  0.0216  -3.1449
H  3.9528  2.0432  -2.6971
H  3.1649  0.6301  -3.4749
H  3.0530  2.2370  -4.2094
C  2.8157  0.1117  6.1627
C  3.1841  1.4432  5.5364
O  2.0288  2.2791  5.3879
C  1.6060  2.8879  6.5096
O  2.1137  2.7974  7.6011
O  0.5021  3.5978  6.2131
C  -0.1036  4.2202  7.3449
H  2.0115  -0.3686  5.5988
H  3.6798  -0.5557  6.1878
H  2.4534  0.2416  7.1848
H  3.5800  1.2745  4.5326
H  3.9628  1.9568  6.1077
H  0.6175  4.8231  7.9007
H  -0.5503  3.4618  7.9917
H  -0.8952  4.8772  6.9824
C  -6.4238  -5.0434  -3.3127
C  -6.5142  -4.7057  -1.8366
O  -6.4201  -3.2909  -1.6259
C  -7.5370  -2.5911  -1.8866
O  -8.5889  -3.0471  -2.2645
O  -7.2754  -1.2885  -1.6780
C  -8.3592  -0.4231  -2.0122
H  -5.5236  -4.6057  -3.7524
H  -6.4018  -6.1252  -3.4610
H  -7.2755  -4.6393  -3.8642
H  -5.6715  -5.1579  -1.3090
H  -7.4278  -5.1044  -1.3861
H  -9.2803  -0.7275  -1.5110
H  -8.4991  -0.4036  -3.0953
H  -8.1007  0.5822  -1.6775

natural (NBO) charges in e: number 1, C, carries -0.65; number 2, C, carries -0.26; number 3, Br, carries 0.02; number 4, C, carries -0.34; number 5, Br, carries 0.08; number 6, C, carries -0.07; number 7, C, carries -0.19; number 8, S, carries 0.04; number 9, C, carries 0.74; number 10, O, carries -0.49; number 11, O, carries -0.50; number 12, C, carries 0.74; number 13, O, carries -0.50; number 14, H, carries 0.23; number 15, H, carries 0.24; number 16, H, carries 0.23; number 17, H, carries 0.24; number 18, H, carries 0.28; number 19, H, carries 0.17; number 20, C, carries -0.64; number 21, C, carries -0.07; number 22, O, carries -0.50; number 23, C, carries 0.98; number 24, O, carries -0.65; number 25, O, carries -0.49; number 26, C, carries -0.26; number 27, H, carries 0.21; number 28, H, carries 0.22; number 29, H, carries 0.23; number 30, H, carries 0.19; number 31, H, carries 0.19; number 32, H, carries 0.19; number 33, H, carries 0.20; number 34, H, carries 0.20; number 35, C, carries -0.64; number 36, C, carries -0.07; number 37, O, carries -0.50; number 38, C, carries 0.98; number 39, O, carries -0.64; number 40, O, carries -0.50; number 41, C, carries -0.26; number 42, H, carries 0.21; number 43, H, carries 0.22; number 44, H, carries 0.23; number 45, H, carries 0.19; number 46, H, carries 0.20; number 47, H, carries 0.20; number 48, H, carries 0.19; number 49, H, carries 0.20; number 50, C, carries -0.64; number 51, C, carries -0.07; number 52, O, carries -0.50; number 53, C, carries 0.98; number 54, O, carries -0.64; number 55, O, carries -0.50; number 56, C, carries -0.26; number 57, H, carries 0.21; number 58, H, carries 0.22; number 59, H, carries 0.23; number 60, H, carries 0.19; number 61, H, carries 0.20; number 62, H, carries 0.20; number 63, H, carries 0.19; number 64, H, carries 0.20



No. 2
This record from the Open Molecules 2025 dataset describes a structure of composition C24H43BN6O4PSV at a distorted geometry. The level of theory is ωB97M-V/def2-TZVPD.

The net charge is +1. As for the expectation value of S²: 0.759. The multiplicity is 2. For the HOMO-LUMO gap (spin up / spin down), the calculation gives 5.3 / 5.9 eV.

Element x y z (Å)
V  -1.0734  0.3802  0.5298
C  -0.8255  -3.5737  -1.2900
C  -1.2381  -3.4061  0.1852
C  -1.4550  -4.7780  0.8188
C  -0.1882  -2.6367  0.9325
C  0.8878  -3.1855  1.6107
C  1.5996  -2.1192  2.1324
N  1.0034  -0.9828  1.8079
N  -0.1218  -1.2741  1.0571
B  1.2626  0.4176  2.4202
N  1.3872  1.4720  1.2999
C  2.3245  2.3994  1.1502
C  1.9420  3.2628  0.1443
C  0.7079  2.8141  -0.3142
N  0.3718  1.7100  0.4107
C  -0.0392  3.5601  -1.3925
C  -0.9893  2.7715  -2.2872
C  -0.7802  4.7444  -0.7454
N  -0.0348  0.7755  3.1857
C  -0.3201  1.0139  4.4592
C  -1.6885  1.1833  4.5932
C  -2.2246  1.0153  3.3222
N  -1.1901  0.7783  2.4601
C  -3.6771  1.0648  2.9521
C  -4.2852  2.4062  3.3722
C  -4.4126  -0.1149  3.6055
H  -1.5990  -4.1261  -1.8290
H  0.1050  -4.1442  -1.3502
H  -0.6801  -2.6158  -1.7811
H  -2.1669  -2.8505  0.2306
H  -0.5837  -5.4219  0.6793
H  -2.3021  -5.2651  0.3346
H  -1.6686  -4.7080  1.8881
H  1.1253  -4.2319  1.7039
H  2.4901  -2.1062  2.7440
H  2.2276  0.4139  3.1269
H  3.2091  2.3876  1.7707
H  2.4788  4.1262  -0.2207
H  0.7553  3.9573  -2.0225
H  -1.9555  2.6245  -1.8109
H  -0.5897  1.7992  -2.5728
H  -1.1727  3.3437  -3.1974
H  -1.5613  4.3825  -0.0721
H  -1.2538  5.3468  -1.5234
H  -0.1017  5.3871  -0.1827
H  0.4646  1.0472  5.2026
H  -2.2296  1.3841  5.5058
H  -3.7740  0.9635  1.8840
H  -4.2118  2.5465  4.4531
H  -5.3410  2.4291  3.1001
H  -3.7863  3.2460  2.8819
H  -4.3272  -0.0671  4.6933
H  -4.0111  -1.0723  3.2665
H  -5.4707  -0.0780  3.3441
O  -3.6803  0.5467  -2.0515
S  -2.8263  0.0264  -1.0611
O  -1.4343  -0.3189  -1.4583
O  -3.3044  -0.9190  -0.0726
O  -2.3768  1.2437  -0.0127
C  3.6407  1.1243  -3.9797
C  2.4554  1.2041  -3.0119
P  1.9998  -0.3537  -2.1150
C  3.7015  -1.0182  -1.8049
C  3.7468  -2.1220  -0.7441
C  1.3975  -1.3579  -3.5594
C  1.8954  -2.8010  -3.6491
H  3.7327  2.0567  -4.5407
H  3.5230  0.3153  -4.7046
H  4.5808  0.9688  -3.4502
H  2.6447  1.9716  -2.2596
H  1.5579  1.5082  -3.5582
H  4.3149  -0.1742  -1.4817
H  4.1204  -1.3821  -2.7439
H  3.6257  -1.6969  0.2555
H  4.7056  -2.6472  -0.7687
H  2.9573  -2.8648  -0.8878
H  1.6509  -0.8226  -4.4769
H  0.3078  -1.3523  -3.4873
H  2.9599  -2.8516  -3.8788
H  1.3653  -3.3289  -4.4436
H  1.7261  -3.3508  -2.7203

natural (NBO) charges in e: number 1, V, carries 1.66; number 2, C, carries -0.59; number 3, C, carries -0.29; number 4, C, carries -0.59; number 5, C, carries 0.28; number 6, C, carries -0.34; number 7, C, carries 0.09; number 8, N, carries -0.31; number 9, N, carries -0.42; number 10, B, carries 0.52; number 11, N, carries -0.31; number 12, C, carries 0.07; number 13, C, carries -0.33; number 14, C, carries 0.27; number 15, N, carries -0.38; number 16, C, carries -0.25; number 17, C, carries -0.61; number 18, C, carries -0.59; number 19, N, carries -0.30; number 20, C, carries 0.07; number 21, C, carries -0.33; number 22, C, carries 0.26; number 23, N, carries -0.40; number 24, C, carries -0.26; number 25, C, carries -0.59; number 26, C, carries -0.59; number 27, H, carries 0.23; number 28, H, carries 0.21; number 29, H, carries 0.23; number 30, H, carries 0.25; number 31, H, carries 0.21; number 32, H, carries 0.23; number 33, H, carries 0.22; number 34, H, carries 0.26; number 35, H, carries 0.24; number 36, H, carries 0.00; number 37, H, carries 0.24; number 38, H, carries 0.25; number 39, H, carries 0.23; number 40, H, carries 0.21; number 41, H, carries 0.22; number 42, H, carries 0.23; number 43, H, carries 0.21; number 44, H, carries 0.23; number 45, H, carries 0.22; number 46, H, carries 0.24; number 47, H, carries 0.25; number 48, H, carries 0.23; number 49, H, carries 0.21; number 50, H, carries 0.23; number 51, H, carries 0.22; number 52, H, carries 0.21; number 53, H, carries 0.22; number 54, H, carries 0.23; number 55, O, carries -0.84; number 56, S, carries 2.52; number 57, O, carries -0.92; number 58, O, carries -0.91; number 59, O, carries -0.75; number 60, C, carries -0.61; number 61, C, carries -0.70; number 62, P, carries 0.77; number 63, C, carries -0.71; number 64, C, carries -0.60; number 65, C, carries -0.70; number 66, C, carries -0.61; number 67, H, carries 0.22; number 68, H, carries 0.21; number 69, H, carries 0.21; number 70, H, carries 0.22; number 71, H, carries 0.22; number 72, H, carries 0.22; number 73, H, carries 0.22; number 74, H, carries 0.19; number 75, H, carries 0.22; number 76, H, carries 0.20; number 77, H, carries 0.22; number 78, H, carries 0.23; number 79, H, carries 0.21; number 80, H, carries 0.22; number 81, H, carries 0.20



No. 3
This record from the Open Molecules 2025 dataset describes a structure of composition CH22MnO14 at a distorted geometry. The level of theory is ωB97M-V/def2-TZVPD.

As for the expectation value of S²: 8.755. The multiplicity is 6. For the HOMO-LUMO gap (spin up / spin down), the calculation gives 5.7 / 5.6 eV.

Element x y z (Å)
Mn  29.1276  23.7258  -2.2382
C  29.7499  24.7022  -4.5106
O  30.4359  25.1637  -5.3971
O  29.2162  23.5067  -4.3586
O  29.6389  25.3315  -3.3230
O  29.8717  22.7734  -7.3019
H  29.6735  23.5884  -7.8082
H  30.1240  23.0950  -6.4255
O  26.2035  26.1461  -3.4350
H  26.7138  25.5656  -2.8654
H  25.6018  26.6155  -2.8457
O  28.9081  20.7681  -5.0460
H  29.5390  20.8112  -5.7743
H  28.7804  21.6927  -4.7836
O  31.0104  28.1388  -5.8633
H  30.3436  28.6436  -5.3795
H  30.8265  27.2270  -5.6124
O  28.8512  28.2550  -3.5878
H  29.2887  28.3954  -2.7393
H  28.9177  27.3007  -3.7432
O  32.9658  24.4102  -6.6023
H  32.5005  23.9877  -7.3362
H  32.2666  24.8173  -6.0745
O  30.6605  27.1686  -1.4622
H  30.3030  26.5366  -2.1181
H  30.3426  26.8845  -0.5979
O  29.4448  25.4710  -7.9849
H  30.1131  25.9007  -8.5321
H  29.8842  25.3334  -7.1291
O  26.8318  23.1516  -5.8708
H  27.1867  22.7948  -6.6945
H  27.6141  23.4489  -5.3871
O  32.6871  26.2636  -3.7002
H  32.3070  26.4176  -2.8289
H  31.9493  26.0003  -4.2708
O  32.8478  22.7363  -4.0979
H  32.8554  23.1940  -4.9569
H  32.0203  22.9767  -3.6678

natural (NBO) charges in e: number 1, Mn, carries 1.68; number 2, C, carries 1.00; number 3, O, carries -0.72; number 4, O, carries -0.93; number 5, O, carries -0.98; number 6, O, carries -0.98; number 7, H, carries 0.50; number 8, H, carries 0.46; number 9, O, carries -0.90; number 10, H, carries 0.43; number 11, H, carries 0.48; number 12, O, carries -0.96; number 13, H, carries 0.48; number 14, H, carries 0.47; number 15, O, carries -0.95; number 16, H, carries 0.48; number 17, H, carries 0.46; number 18, O, carries -0.95; number 19, H, carries 0.48; number 20, H, carries 0.47; number 21, O, carries -0.94; number 22, H, carries 0.48; number 23, H, carries 0.48; number 24, O, carries -0.96; number 25, H, carries 0.49; number 26, H, carries 0.46; number 27, O, carries -0.96; number 28, H, carries 0.48; number 29, H, carries 0.48; number 30, O, carries -0.95; number 31, H, carries 0.48; number 32, H, carries 0.46; number 33, O, carries -0.93; number 34, H, carries 0.47; number 35, H, carries 0.46; number 36, O, carries -0.94; number 37, H, carries 0.50; number 38, H, carries 0.43



No. 4
This record from the Open Molecules 2025 dataset describes a cluster of 2 separate species, C8H21N2P in total at a distorted geometry. The level of theory is ωB97M-V/def2-TZVPD.

As for the expectation value of S²: 2.007. The multiplicity is 3. For the HOMO-LUMO gap (spin up / spin down), the calculation gives 7.9 / 8.1 eV.

Element x y z (Å)
C  -0.3342  -2.7589  0.2056
C  1.5703  -1.2068  0.2878
C  0.0369  -1.4721  2.3222
C  0.6296  1.8160  -0.7402
C  -1.6982  2.4499  0.2806
C  0.0227  1.8363  1.8555
C  0.0851  -1.3561  0.7997
C  -0.4485  1.6272  0.3706
N  -0.0578  -0.1038  -3.8814
N  -0.4590  -0.9676  -2.9277
P  -1.1689  -0.1178  0.1537
H  -0.1357  -2.7501  -0.9136
H  -0.0014  -3.5882  0.8421
H  -1.3643  -2.9116  0.3614
H  2.1977  -0.4491  0.9448
H  1.4745  -1.0177  -0.8161
H  2.1409  -2.2701  0.4025
H  0.6202  -0.5751  2.6480
H  -0.9339  -1.4772  2.5472
H  0.4276  -2.3382  2.6030
H  0.4800  2.8783  -0.9704
H  1.5898  1.4884  -0.3592
H  0.4977  1.2405  -1.6770
H  -2.3460  2.3516  1.1605
H  -2.2873  2.1196  -0.4739
H  -1.4799  3.5192  -0.1194
H  -0.7438  1.7267  2.6290
H  0.8812  1.1825  2.0582
H  0.5391  2.7142  1.8344
H  0.7583  -0.3287  -4.4508
H  -0.8426  0.0770  -4.4628
H  0.3500  -1.3380  -2.5145

natural (NBO) charges in e: number 1, C, carries -0.62; number 2, C, carries -0.63; number 3, C, carries -0.61; number 4, C, carries -0.64; number 5, C, carries -0.62; number 6, C, carries -0.61; number 7, C, carries -0.36; number 8, C, carries -0.33; number 9, N, carries -0.58; number 10, N, carries -0.40; number 11, P, carries 0.63; number 12, H, carries 0.21; number 13, H, carries 0.21; number 14, H, carries 0.21; number 15, H, carries 0.21; number 16, H, carries 0.20; number 17, H, carries 0.21; number 18, H, carries 0.21; number 19, H, carries 0.21; number 20, H, carries 0.20; number 21, H, carries 0.21; number 22, H, carries 0.22; number 23, H, carries 0.23; number 24, H, carries 0.22; number 25, H, carries 0.21; number 26, H, carries 0.20; number 27, H, carries 0.22; number 28, H, carries 0.19; number 29, H, carries 0.21; number 30, H, carries 0.35; number 31, H, carries 0.36; number 32, H, carries 0.29



| no. | E_tot (Ha) |
| --- | --- |
| 1 | -7191.005411 |
| 2 | -3278.115105 |
| 3 | -2255.607443 |
| 4 | -768.057617 |